[1]
{"formula": "C9H13NO2", "method": "ωB97M-V/def2-TZVPD", "mol_weight_g_mol": 167.21, "total_energy_ha": -555.6605, "spin_multiplicity": 2, "s_squared": 0.766, "charge": 1, "orbital_gap_ha": [0.29049, 0.16317], "elements": ["C", "C", "O", "H", "H", "H", "C", "N", "H", "H", "H", "H", "H", "C", "H", "C", "C", "C", "O", "H", "H", "C", "H", "C", "H"], "positions_angstrom": [[0.28, 0.32, -2.35], [-1.14, 0.34, -2.28], [-1.62, -2.93, -0.81], [0.68, 2.44, -2.86], [2.05, -0.99, -2.39], [0.82, -0.48, 4.21], [1.12, 1.45, -2.83], [0.23, 1.00, 2.32], [0.77, -2.88, -1.35], [-2.15, -2.70, -0.02], [2.07, 1.47, -2.30], [-0.13, 0.26, 5.44], [-1.56, 1.10, -2.93], [0.29, -1.99, -1.76], [0.98, 0.46, 1.93], [0.99, -0.91, -2.18], [0.62, 0.47, 4.69], [-1.82, -0.73, -1.77], [-0.82, 2.24, 3.84], [1.36, 1.17, -3.87], [-0.52, 1.20, 1.67], [-1.12, -1.90, -1.46], [-2.90, -0.64, -1.66], [-0.03, 1.34, 3.65], [1.55, 0.89, 5.06]]}

[2]
{"formula": "C9H13NO2Si", "method": "ωB97M-V/def2-TZVPD", "mol_weight_g_mol": 195.29, "total_energy_ha": -845.2809, "smiles": "C[Si](C)(C)c1ccccc1[N+](=O)[O-]", "orbital_gap_ha": 0.30149, "elements": ["H", "H", "H", "C", "C", "H", "C", "H", "O", "H", "H", "C", "Si", "C", "O", "H", "H", "H", "H", "H", "H", "C", "N", "C", "C", "C"], "positions_angstrom": [[0.95, 0.44, 2.78], [-0.24, -0.07, -2.56], [1.60, -1.22, 2.42], [-0.25, 0.87, -0.54], [-0.34, 0.84, -1.90], [2.34, 0.10, 1.53], [-0.66, 1.97, -2.66], [-0.59, 4.60, -0.47], [-0.35, 1.79, 2.19], [-1.58, -2.21, 1.63], [-1.18, -0.64, 2.52], [-0.37, 2.59, 0.13], [0.13, -0.59, 0.68], [1.42, -0.26, 1.97], [0.19, 3.81, 1.87], [-0.83, 4.11, -3.01], [1.68, -2.05, -0.91], [-0.13, -2.72, -0.91], [-0.73, 1.85, -3.79], [-2.47, -0.73, 1.49], [0.95, -2.96, 0.48], [-0.57, 3.55, -0.87], [-0.06, 2.72, 1.46], [-0.66, 3.29, -2.23], [0.69, -2.24, -0.37], [-1.45, -1.13, 1.64]]}

[3]
{"formula": "C9H13NO2Sr", "method": "ωB97M-V/def2-TZVPD", "mol_weight_g_mol": 254.83, "total_energy_ha": -586.4081, "charge": -2, "orbital_gap_ha": 0.13534, "elements": ["H", "H", "H", "H", "C", "H", "C", "H", "H", "C", "H", "C", "H", "C", "H", "C", "H", "H", "C", "C", "O", "O", "H", "C", "Sr", "N"], "positions_angstrom": [[-0.21, -3.15, -0.29], [2.20, 2.33, -0.76], [1.50, -1.72, -2.24], [-0.06, 1.01, 4.57], [-0.10, -0.29, 2.88], [-0.79, 0.50, -3.39], [-1.02, 1.82, -1.59], [-0.63, -2.70, -1.98], [1.87, 0.79, -2.95], [-0.32, 1.10, -2.60], [-2.10, 1.89, -1.48], [1.24, 2.06, -1.21], [-2.18, -1.57, -0.49], [-0.05, 2.42, -0.74], [0.01, -0.75, 4.97], [1.07, 1.23, -2.36], [1.89, -2.01, -0.49], [-1.55, 0.00, 4.42], [-0.25, -2.31, -1.01], [1.13, -1.65, -1.21], [0.65, -1.32, 2.58], [-0.52, 0.50, 1.92], [-0.26, 3.02, 0.15], [-0.44, 0.01, 4.30], [0.11, 0.04, -0.52], [-1.21, -1.26, -0.49]]}

[4]
{"formula": "C9H13NOS", "method": "ωB97M-V/def2-TZVPD", "mol_weight_g_mol": 183.28, "total_energy_ha": -878.8674, "smiles": "c1csc(CN2CCOCC2)c1", "orbital_gap_ha": 0.34857, "elements": ["C", "H", "H", "C", "S", "H", "C", "N", "C", "C", "H", "C", "H", "O", "H", "C", "H", "H", "H", "H", "H", "C", "H", "H", "C"], "positions_angstrom": [[0.75, -0.19, 1.20], [-4.75, -0.75, 1.11], [2.54, 0.57, -1.32], [1.91, -1.37, -0.55], [-2.37, -1.28, 0.46], [-0.23, 0.16, 1.54], [1.79, 0.92, 1.07], [0.54, -1.00, -0.06], [-2.51, 1.02, -0.69], [-0.24, -0.11, -0.95], [-2.21, 1.91, -1.30], [-3.76, 0.79, -0.05], [-0.20, -0.40, -2.01], [3.00, 0.37, 0.65], [1.48, 1.70, 0.42], [2.87, -0.19, -0.61], [3.89, -0.49, -0.91], [2.31, -2.01, 0.26], [1.90, -2.07, -1.41], [-4.43, 1.63, 0.07], [1.03, -0.92, 1.92], [-3.85, -0.39, 0.62], [0.23, 0.86, -1.04], [1.98, 1.30, 2.10], [-1.66, -0.03, -0.52]]}

[5]
{"formula": "C9H13O", "method": "ωB97M-V/def2-TZVPD", "mol_weight_g_mol": 137.20, "total_energy_ha": -425.4810, "charge": 1, "orbital_gap_ha": 0.38602, "elements": ["C", "H", "H", "C", "C", "H", "C", "H", "H", "H", "C", "H", "H", "H", "C", "C", "O", "C", "H", "H", "C", "H", "H"], "positions_angstrom": [[-0.24, 1.19, 0.65], [-1.98, -2.66, -0.45], [-1.45, -2.41, 1.49], [-1.12, -2.54, 0.39], [2.34, 1.12, -0.02], [-0.68, 2.01, -1.75], [-0.82, -0.16, 1.02], [-2.50, 1.31, 1.28], [0.89, 1.89, -2.45], [3.23, 1.24, -0.63], [0.87, 1.14, -0.42], [2.55, 1.18, 1.03], [-2.07, 1.02, -0.47], [-0.57, -3.47, 0.26], [1.60, -0.17, -0.26], [0.24, 1.46, -1.77], [-0.39, -1.27, 0.16], [1.01, -1.33, -0.01], [1.56, -2.27, 0.05], [-0.92, -0.57, 2.14], [-1.74, 0.95, 0.59], [0.17, 0.60, -2.34], [0.01, 1.74, 1.52]]}

[6]
{"formula": "C9H14", "method": "ωB97M-V/def2-TZVPD", "mol_weight_g_mol": 122.21, "total_energy_ha": -351.1700, "spin_multiplicity": 2, "s_squared": 0.755, "charge": -1, "orbital_gap_ha": [0.10218, 0.29960], "elements": ["C", "C", "C", "H", "H", "H", "H", "C", "H", "H", "C", "C", "H", "C", "C", "H", "H", "C", "H", "H", "H", "H", "H"], "positions_angstrom": [[-2.08, 0.36, 1.39], [-1.31, 1.45, 0.98], [3.00, -0.29, -0.26], [2.59, 1.88, 0.71], [-1.80, -2.77, -1.63], [2.72, 1.80, -1.02], [0.31, -0.01, -1.59], [-0.34, 1.33, -0.01], [0.29, -2.03, -1.79], [4.13, 1.24, 0.19], [-1.12, -0.91, -0.42], [-0.80, -2.16, -1.17], [3.13, -0.87, 0.67], [3.07, 1.26, -0.12], [-1.88, -0.91, 0.73], [-0.47, -2.96, -0.52], [2.07, -0.70, -0.69], [-0.27, 0.23, -0.77], [0.40, 2.17, 0.01], [-2.42, -1.73, 0.93], [-1.40, 2.45, 1.55], [3.79, -0.77, -0.91], [-3.05, 0.20, 2.02]]}

[7]
{"formula": "C9H14", "method": "ωB97M-V/def2-TZVPD", "mol_weight_g_mol": 122.21, "total_energy_ha": -351.2486, "spin_multiplicity": 2, "s_squared": 0.758, "charge": -1, "orbital_gap_ha": [0.09573, 0.26424], "elements": ["C", "H", "C", "H", "C", "H", "H", "H", "C", "H", "H", "H", "C", "C", "C", "H", "H", "H", "H", "C", "H", "C", "H"], "positions_angstrom": [[-1.95, -0.31, 1.24], [-4.00, -0.11, 0.82], [3.51, -0.07, -1.43], [1.18, 0.37, 1.75], [-3.01, -0.07, 0.38], [3.16, 1.19, 0.23], [-1.31, 0.89, -2.36], [0.69, 0.27, -0.79], [-1.41, 0.56, -1.33], [-2.19, -0.54, 2.27], [0.95, -1.46, 1.70], [3.58, -1.14, -1.65], [-0.36, 0.19, -0.53], [-0.58, -0.27, 0.79], [3.61, 0.20, 0.04], [0.18, -0.31, 2.87], [4.35, 0.39, -1.97], [4.56, 0.35, 0.56], [2.63, 0.33, -1.91], [-2.76, 0.28, -0.99], [-3.62, 0.21, -1.63], [0.48, -0.49, 1.82], [3.14, -0.51, 0.72]]}

[8]
{"formula": "C9H14", "method": "ωB97M-V/def2-TZVPD", "mol_weight_g_mol": 122.21, "total_energy_ha": -351.2901, "smiles": "Cc1ccccc1.CC", "orbital_gap_ha": 0.36434, "elements": ["H", "H", "C", "H", "H", "H", "C", "C", "C", "C", "C", "H", "H", "C", "H", "H", "H", "C", "C", "H", "H", "H", "H"], "positions_angstrom": [[-0.41, -3.42, -2.84], [1.33, -1.00, 1.12], [-1.13, 3.27, 0.12], [1.29, -4.14, -1.24], [-1.81, 3.41, 2.17], [-0.66, 1.29, 2.88], [0.08, 0.91, 0.88], [1.02, -0.05, 1.58], [-1.16, 2.89, 1.47], [-0.21, -2.70, -2.06], [0.18, 1.32, -0.41], [0.35, -1.85, -2.42], [0.56, 0.76, -1.25], [-0.66, 1.68, 1.87], [1.31, -2.56, -0.63], [-1.19, -2.42, -1.66], [0.66, -0.40, 2.55], [-0.41, 2.54, -0.81], [0.62, -3.36, -0.94], [2.03, 0.38, 1.60], [-1.56, 4.23, -0.12], [0.07, -3.74, -0.08], [-0.30, 2.96, -1.80]]}

Calculated ΔE to the lowest compared entry with this formula, charge and spin in order - 172.0, 313.9, 571.4, 113.5, 507.9, 287.1, 80.6, 105.2 kJ/mol